C32H45MnN4O2SSi3 as an isolated structure in a non-equilibrium geometry. Source: the OMol25 dataset; level of theory: wB97M-V/def2-TZVPD.

```
88
Properties=species:S:1:pos:R:3:forces:R:3
Mn -0.1526 0.2671 -0.0211 -1.327 -1.057 1.212
C 2.9765 -0.4268 2.2510 -0.436 0.261 0.232
Si 1.4300 0.3921 3.0277 -0.799 -0.282 -0.397
C 1.2841 -0.1508 4.8530 0.296 0.360 -0.631
C 1.7186 2.2803 2.9127 -0.066 -0.677 0.079
C -0.1742 -0.1390 2.1007 -0.233 -0.034 0.104
Si -1.7309 0.9753 2.4083 0.571 -0.376 -0.214
C -1.3814 2.6908 1.5936 0.112 -0.519 0.165
C -3.2559 0.3331 1.4245 0.718 0.165 0.265
C -2.2238 1.2041 4.2378 0.117 -0.003 -0.747
Si -0.5718 -1.9955 2.3173 0.295 0.897 -0.133
C 0.9168 -3.1866 2.4238 -0.455 0.430 0.054
C -1.8173 -2.4713 3.6773 0.422 0.087 -0.547
C -1.2987 -2.4938 0.6145 0.140 0.104 0.708
C -1.8957 -3.7244 0.3746 -0.106 -0.064 -0.182
C -2.2679 -4.0852 -0.9083 0.042 0.218 0.009
C -2.0381 -3.1782 -1.9339 0.071 0.054 0.102
C -1.4554 -1.9630 -1.6235 -0.140 -0.106 -0.373
N -1.0905 -1.6194 -0.3839 0.512 0.488 -0.431
H 3.8797 0.0898 2.5659 0.140 0.135 0.106
H 2.9227 -0.3734 1.1660 -0.084 0.051 -0.117
H 3.0853 -1.4681 2.5312 -0.032 -0.201 0.094
H 2.1683 0.1402 5.4113 0.215 0.035 0.170
H 1.1816 -1.2275 4.9387 -0.004 -0.261 -0.042
H 0.4256 0.2975 5.3397 -0.228 0.149 0.040
H 2.7339 2.5283 3.2121 0.168 -0.009 0.085
H 1.0430 2.8411 3.5510 -0.168 0.090 0.101
H 1.5881 2.6248 1.8893 -0.028 0.037 -0.167
H -0.6886 2.5492 0.7483 -0.132 0.184 0.143
H -0.9221 3.3978 2.2738 0.131 0.151 0.175
H -2.2931 3.1373 1.2051 -0.219 0.043 -0.079
H -3.0404 0.2902 0.3520 -0.021 0.000 -0.007
H -4.1023 1.0027 1.5583 -0.089 0.164 0.063
H -3.5686 -0.6564 1.7417 -0.047 -0.238 0.032
H -1.4876 1.7852 4.7820 0.222 0.127 0.081
H -2.3365 0.2528 4.7451 0.013 -0.250 0.049
H -3.1731 1.7261 4.3112 -0.208 0.141 -0.020
H 1.4910 -3.0547 3.3323 0.147 0.067 0.256
H 1.5901 -3.0610 1.5822 0.094 0.117 -0.189
H 0.5746 -4.2168 2.4104 -0.194 -0.206 0.000
H -1.4376 -2.2107 4.6580 0.168 0.105 0.238
H -1.9949 -3.5418 3.6787 -0.020 -0.274 -0.024
H -2.7763 -1.9815 3.5545 -0.192 0.162 -0.069
H -2.0573 -4.3983 1.2028 -0.008 -0.071 0.071
H -2.7276 -5.0414 -1.1089 -0.030 -0.082 -0.009
H -2.3015 -3.4017 -2.9569 -0.025 0.009 -0.032
H -1.2908 -1.2261 -2.4023 -0.003 -0.082 0.088
S -1.1688 1.3467 -1.9651 -0.057 -0.294 -0.594
C -2.0553 2.7874 -1.9727 1.911 0.065 0.052
N -1.3489 3.9744 -2.0991 -1.463 0.380 0.309
C -2.0017 5.1699 -2.0325 0.296 -0.735 -0.010
C -3.3639 5.1775 -1.9671 -0.212 -0.156 0.041
C -4.0242 3.9321 -1.9525 0.904 0.020 0.128
N -3.3659 2.7867 -1.9121 -1.405 0.368 -0.100
H -0.3413 3.9150 -2.1895 0.009 -0.089 0.060
H -1.3961 6.0615 -2.0096 0.075 0.070 -0.147
H -3.9149 6.0988 -1.9098 -0.017 0.152 -0.036
H -5.0994 3.8583 -1.9425 -0.214 0.086 0.019
C 1.1175 -0.1058 -4.8316 -0.425 0.073 -0.136
O 2.3578 -0.4583 -4.2646 0.756 -0.056 -0.138
C 3.4981 -0.3592 -4.9998 -0.014 -0.227 0.368
C 3.5615 -0.1129 -6.3640 -0.180 -0.023 0.048
C 4.7853 -0.0777 -7.0159 0.067 -0.047 0.139
C 5.9571 -0.3315 -6.3256 0.054 -0.015 -0.080
C 5.9140 -0.5769 -4.9655 -0.296 0.105 0.200
C 4.7028 -0.5479 -4.2864 -0.024 0.241 -1.071
N 4.6666 -0.7536 -2.8995 -0.716 0.309 1.303
C 3.8629 -0.1222 -2.0309 0.576 -0.226 -0.495
C 3.3047 1.1582 -2.1864 -0.488 0.184 0.244
C 3.8304 2.1157 -3.0878 0.055 0.395 -0.054
C 3.3890 3.4150 -3.1021 0.484 -0.369 -0.499
C 2.3911 3.8226 -2.2131 -0.323 -0.536 0.602
C 1.8289 2.9147 -1.3456 -0.033 0.877 -0.014
C 2.2166 1.5600 -1.3251 -0.383 -0.935 0.269
O 1.5842 0.7147 -0.5800 1.682 0.171 -0.651
H 0.4321 -0.0094 -3.9884 0.020 0.010 -0.159
H 0.7523 -0.8788 -5.5140 0.073 0.033 -0.006
H 1.1700 0.8516 -5.3555 0.031 0.003 0.026
H 2.6580 0.0257 -6.9365 -0.124 0.044 0.029
H 4.8183 0.1325 -8.0734 -0.026 -0.014 -0.100
H 6.9040 -0.3330 -6.8386 0.118 -0.006 -0.075
H 6.8210 -0.7686 -4.4117 0.125 0.030 0.064
H 5.2682 -1.4857 -2.5430 -0.339 -0.114 0.055
H 3.6740 -0.6434 -1.1005 0.109 -0.006 0.126
H 4.6390 1.8237 -3.7424 0.025 0.085 -0.029
H 3.8275 4.1319 -3.7811 0.071 -0.027 -0.016
H 2.0826 4.8584 -2.1969 -0.043 0.121 0.026
H 1.0768 3.2108 -0.6220 0.042 0.014 -0.008
```
Positions in Å, forces in eV/Å.

## Properties
* net charge: +1
* 2S+1: 2
* E: -4033.36704 Eh
* frontier orbital gap (spin up / spin down): 6.1 / 6.2 eV
* LUMO energy (spin up / spin down): -3.59 / -3.59 eV
* HOMO level (spin up / spin down): -9.72 / -9.77 eV

C32H46BrN3P2Pd as an isolated structure in a non-equilibrium geometry. Source: the OMol25 dataset; level of theory: wB97M-V/def2-TZVPD.

```
85
Properties=species:S:1:pos:R:3:forces:R:3
N 4.9075 3.8865 -1.7537 -0.122 -0.588 0.489
C 4.6028 3.4560 -0.5137 -0.166 -0.205 -0.694
C 4.1958 2.1321 -0.2575 0.381 0.054 -0.223
C 4.2518 1.1447 -1.2850 0.343 1.778 -0.635
C 4.5077 1.6373 -2.5847 0.129 0.849 0.688
C 4.8225 2.9980 -2.7525 -0.145 -0.185 0.154
C 3.9226 -0.2404 -1.0241 -1.235 -1.964 -0.802
Pd -0.7958 0.0171 0.0700 1.960 0.549 0.387
P -2.2718 -1.5254 0.8158 -0.340 1.097 -0.721
C 3.5684 -1.2222 -1.9371 0.272 0.528 1.573
C 2.6808 -2.3843 -1.5330 -0.378 -0.358 0.776
C 1.7501 -3.0177 -2.4140 0.539 0.922 0.241
C 0.7645 -3.8975 -1.9577 0.029 0.192 0.669
C 0.6311 -4.0820 -0.5814 -0.079 -0.998 -0.053
C 1.5399 -3.5494 0.3310 0.019 0.168 -0.202
C 2.5913 -2.7550 -0.1563 -0.618 0.372 -0.421
Br -0.7670 -5.3295 0.0510 1.397 0.102 -0.934
H 3.8240 -0.4706 0.0384 -0.450 0.167 -0.205
H 3.9285 -1.1680 -2.9631 -0.624 0.202 -0.034
H 3.8154 1.9121 0.7420 0.399 -0.299 -0.162
H 4.4283 1.0134 -3.4597 0.206 -0.191 -0.063
H 4.6867 4.2268 0.2797 -0.226 -0.734 -0.471
H 5.0199 3.4166 -3.7465 -0.065 -0.336 0.311
H 1.7223 -2.7181 -3.4626 0.276 -0.278 0.147
H 3.2881 -2.3059 0.5531 -0.153 -0.345 -0.158
H 0.0803 -4.4254 -2.6212 0.252 0.313 -0.037
H 1.3854 -3.7572 1.3978 0.420 0.075 -0.468
P -0.9063 1.5672 -1.6640 -0.188 0.647 -0.253
C -1.4700 -2.1788 2.3099 0.071 -0.027 0.261
C -1.8948 -3.5900 2.6935 0.189 -0.725 0.006
H -1.6189 -1.4787 3.1519 -0.132 0.021 -0.536
H -0.3902 -2.1334 2.0750 -0.330 -0.163 0.138
H -1.3911 -3.8810 3.6211 -0.173 0.127 -0.032
H -2.9784 -3.7026 2.8331 0.289 0.135 -0.013
H -1.5440 -4.2993 1.9252 -0.529 0.523 0.705
C -2.5123 -2.5628 -0.6464 0.340 -0.519 0.068
C -3.7697 -3.4285 -0.6580 -0.325 -0.163 -0.258
H -1.6130 -3.1920 -0.7424 -0.419 0.406 0.110
H -2.4720 -1.8800 -1.5109 -0.187 -0.082 0.289
H -3.6555 -4.1733 -1.4518 -0.078 0.020 0.173
H -3.9374 -3.9626 0.2888 0.097 0.187 -0.315
H -4.6581 -2.8372 -0.9120 0.134 -0.121 0.242
C -3.7356 -0.4793 1.1073 0.350 -0.224 0.126
C -4.7404 -1.1297 2.0403 -0.545 0.293 0.177
H -4.1691 -0.2131 0.1302 0.185 -0.209 0.216
H -3.3343 0.4515 1.5415 -0.236 -0.271 -0.054
H -5.5873 -0.4440 2.1160 -0.082 -0.212 0.191
H -5.1192 -2.0891 1.6684 0.174 0.201 0.123
H -4.3138 -1.2446 3.0422 -0.148 -0.148 -0.159
C -1.8158 3.0712 -1.1166 0.213 -0.579 -0.139
C -3.2695 2.8182 -0.7534 -0.584 0.176 0.149
H -1.7314 3.8011 -1.9260 -0.057 -0.075 0.036
H -1.2431 3.4582 -0.2675 -0.038 0.152 -0.219
H -3.8297 3.7530 -0.9001 0.023 -0.380 0.088
H -3.7311 2.0439 -1.3852 0.065 0.320 0.195
H -3.4119 2.5266 0.3003 0.103 -0.005 -0.385
C -1.8791 0.6855 -2.9238 -0.167 0.021 -0.023
C -1.0692 -0.2963 -3.7874 0.021 -0.060 -0.109
H -2.3335 1.4637 -3.5508 -0.098 -0.194 0.002
H -2.6768 0.1618 -2.3791 0.004 0.163 -0.280
H -1.7580 -0.8337 -4.4564 0.262 0.202 0.180
H -0.3420 0.2424 -4.4131 -0.225 -0.262 0.205
H -0.5264 -1.0545 -3.1973 -0.163 0.309 -0.068
C 0.5330 2.2461 -2.5786 0.227 -0.235 0.250
C 1.0724 3.5808 -2.0625 0.156 0.323 0.270
H 0.1874 2.3779 -3.6136 0.014 -0.191 0.155
H 1.3002 1.4590 -2.5541 -0.009 0.289 -0.230
H 1.8214 3.9654 -2.7716 -0.199 -0.174 0.313
H 0.2805 4.3430 -1.9815 0.386 -0.283 -0.119
H 1.5548 3.4946 -1.0746 -0.129 -0.054 -0.377
N -0.3983 2.7009 3.3826 -0.870 0.440 -0.626
C -0.8649 2.2176 2.1914 1.925 -0.712 1.397
N -0.1175 1.1654 1.8130 -0.786 0.669 -0.334
C 0.8776 0.9747 2.7918 0.039 -0.083 0.393
C 1.8945 0.0090 2.9800 -0.179 0.902 0.414
C 2.6729 0.0941 4.1537 -0.461 -0.475 -1.313
C 2.3944 1.0205 5.1603 -0.758 0.840 0.080
C 1.3529 1.9465 5.0083 0.571 -0.303 -0.198
C 0.6836 1.9402 3.7827 -0.293 -0.234 0.535
H -0.7749 3.5049 3.8933 0.195 -0.546 -0.401
H -1.7013 2.6615 1.6708 0.121 -0.189 0.007
H 2.0442 -0.7186 2.2002 0.298 -0.312 0.002
H 3.5096 -0.5914 4.2820 -0.279 0.092 -0.015
H 2.9915 1.0122 6.0678 -0.173 0.021 -0.128
H 1.0339 2.6442 5.7809 0.369 -0.153 -0.063
```
Positions in Å, forces in eV/Å.

## Properties
* net charge: +2
* 2S+1: 3
* E: -4795.25917 Eh
* frontier orbital gap (spin up / spin down): 7.9 / 4.7 eV
* LUMO energy (spin up / spin down): -5.04 / -8.16 eV
* HOMO level (spin up / spin down): -12.89 / -12.89 eV

> Which of these has the lowest E?

C32H46BrN3P2Pd

> Among the records above, which one has the lowest 2S+1?

C32H45MnN4O2SSi3

> Which of these has the lowest 2S+1?

C32H45MnN4O2SSi3

> Which of these has the lowest E?

C32H46BrN3P2Pd